No. 1
C26H72F5NO12Si2 | ωB97M-V with the def2-TZVPD basis set

Results
Lowest unoccupied orbital energy, eV: 0.29
Gap between HOMO and LUMO, eV: 10.23
E_HOMO, Eh: -0.3651

Last column: Löwdin charge in e.
CARTESIAN COORDINATES (ANGSTROEM)
C 5.2632 -0.3843 2.7521  -0.140
C 4.3774 0.8880 2.7004  -0.259
Si 2.9731 0.6898 1.4692  0.567
C 3.4948 -0.2605 -0.0773  -0.193
C 4.3793 0.5130 -1.0157  -0.306
N 5.5361 0.9323 -0.7870  0.099
O 2.1254 2.0810 1.1392  -0.300
Si 3.0305 3.4691 0.8089  0.448
O 2.9665 4.6138 1.9870  -0.188
C 1.7036 -0.4965 2.3553  -0.428
F 2.1394 -1.7631 2.2769  0.093
F 1.6356 -0.1790 3.6745  0.067
C 0.2489 -0.4227 1.8452  -0.672
F -0.4299 0.4399 2.5033  0.224
F 0.1708 -0.1814 0.5754  0.195
F -0.3308 -1.6111 2.0517  0.140
H 4.7435 -1.2312 3.1879  0.069
H 6.1517 -0.1796 3.3334  0.070
H 5.6143 -0.6831 1.7691  0.046
H 3.9312 0.9565 3.6861  0.074
H 5.0414 1.7166 2.4955  0.063
H 3.9832 -1.1654 0.2691  0.078
H 2.6017 -0.5782 -0.6069  0.073
H 3.9664 0.7059 -1.9992  0.101
H 5.8079 0.6691 0.1649  0.031
H 4.4305 3.0412 0.6589  -0.008
H 2.5816 3.9815 -0.4911  -0.002
H 2.2325 5.2227 1.7943  0.024
C -0.8792 -5.2402 0.4110  -0.091
C -1.4431 -4.6910 -0.8749  -0.314
O -2.2206 -3.5293 -0.6079  -0.081
H -1.6826 -5.4808 1.1066  0.077
H -0.2869 -6.1414 0.2293  0.068
H -0.2471 -4.4971 0.9025  0.061
H -2.0971 -5.4174 -1.3579  0.106
H -0.6378 -4.4360 -1.5746  0.094
H -1.6489 -2.8819 -0.1795  0.058
C 0.4898 4.3577 -4.3496  -0.084
C 1.6952 3.4766 -4.0872  -0.311
O 1.8138 3.1507 -2.7019  -0.120
H 0.5586 5.2794 -3.7688  0.079
H 0.4151 4.6112 -5.4073  0.043
H -0.4317 3.8526 -4.0436  0.069
H 2.6133 3.9888 -4.3721  0.111
H 1.6245 2.5485 -4.6658  0.108
H 1.0099 2.6865 -2.4417  0.074
C -1.9070 4.5988 0.3687  -0.083
C -0.9397 4.3861 1.5165  -0.291
O 0.0646 5.4021 1.5241  -0.097
H -1.3721 4.5905 -0.5824  0.080
H -2.6687 3.8204 0.3477  0.057
H -2.4019 5.5702 0.4509  0.075
H -0.4296 3.4280 1.4183  0.101
H -1.4659 4.3983 2.4763  0.115
H -0.3802 6.2514 1.6218  0.091
C 2.2062 6.2158 -9.1146  -0.092
C 1.9841 5.9378 -7.6399  -0.316
O 0.9062 5.0230 -7.4420  -0.106
H 1.3007 6.6236 -9.5648  0.076
H 3.0219 6.9252 -9.2612  0.075
H 2.4476 5.2940 -9.6493  0.072
H 1.7242 6.8546 -7.1133  0.114
H 2.8916 5.5251 -7.1867  0.109
H 1.1317 4.2028 -7.8962  0.089
C -2.7855 -2.6865 5.3046  -0.088
C -1.8426 -3.7034 4.6882  -0.303
O -1.8601 -3.6155 3.2661  -0.091
H -3.8041 -2.8474 4.9485  0.074
H -2.7785 -2.7539 6.3941  0.074
H -2.4979 -1.6718 5.0167  0.061
H -2.1436 -4.7147 4.9596  0.112
H -0.8189 -3.5391 5.0384  0.099
H -1.5818 -2.7254 3.0331  0.042
C -3.1088 -0.1540 -0.3303  -0.088
C -3.9754 0.7671 -1.1638  -0.305
O -3.2058 1.8427 -1.6986  -0.099
H -2.6405 0.3998 0.4855  0.068
H -3.6974 -0.9705 0.0914  0.083
H -2.3046 -0.5822 -0.9338  0.068
H -4.7615 1.2055 -0.5505  0.105
H -4.4458 0.2218 -1.9878  0.113
H -2.5176 1.4605 -2.2548  0.080
C -0.1118 0.0662 7.0438  -0.084
C 0.6216 -1.1212 7.6406  -0.314
O 0.9414 -2.0854 6.6410  -0.089
H -1.0289 -0.2621 6.5529  0.060
H -0.3672 0.7971 7.8130  0.075
H 0.5029 0.5590 6.2865  0.067
H -0.0006 -1.6229 8.3803  0.110
H 1.5444 -0.7951 8.1319  0.108
H 1.5014 -1.6528 5.9857  0.068
C 3.0204 -5.2915 -0.2095  -0.078
C 2.2236 -4.2906 -1.0240  -0.321
O 3.0629 -3.2684 -1.5579  -0.086
H 3.5390 -4.7888 0.6080  0.077
H 2.3712 -6.0625 0.2081  0.068
H 3.7804 -5.7747 -0.8282  0.075
H 1.4810 -3.7971 -0.3993  0.091
H 1.7031 -4.7920 -1.8469  0.107
H 3.7192 -3.6905 -2.1238  0.085
C -3.3026 -8.9163 -1.4594  -0.095
C -1.8097 -9.1268 -1.6351  -0.323
O -1.5274 -9.6731 -2.9211  -0.085
H -3.8348 -9.8604 -1.5788  0.075
H -3.5291 -8.5068 -0.4734  0.073
H -3.6873 -8.2297 -2.2175  0.071
H -1.4325 -9.8265 -0.8913  0.112
H -1.2720 -8.1784 -1.5231  0.095
H -1.8521 -9.0509 -3.5815  0.079
C -5.3078 4.4621 -0.5720  -0.099
C -6.1995 5.3953 -1.3686  -0.317
O -5.4568 6.4927 -1.8949  -0.085
H -4.8332 4.9990 0.2494  0.066
H -5.8842 3.6310 -0.1597  0.075
H -4.5070 4.0560 -1.1940  0.055
H -6.9823 5.8128 -0.7371  0.110
H -6.6757 4.8587 -2.1963  0.109
H -4.7691 6.1324 -2.4661  0.080

No. 2
C26H72F6NNiO16S2 | ωB97M-V with the def2-TZVPD basis set

Results
Charge: +1
Lowest unoccupied orbital energy (spin up / spin down), eV: -3.89 / -5.68
Gap between HOMO and LUMO (spin up / spin down), eV: 7.21 / 5.43
E_HOMO (spin up / spin down), Eh: -0.4080 / -0.4080
2S+1: 3

Last column: Löwdin charge in e.
CARTESIAN COORDINATES (ANGSTROEM)
Ni -0.5040 2.8966 2.2296  0.919
C -3.1494 -0.0709 1.4764  -0.664
F -3.8169 0.8045 2.2029  0.160
F -2.4720 -0.8967 2.2570  0.143
F -3.9788 -0.7699 0.7460  0.191
S -1.9588 0.8540 0.2961  0.695
O -1.7994 0.0741 -0.8930  -0.246
O -2.5954 2.1405 0.1404  -0.295
N -0.5872 1.1892 1.3057  -0.340
S 0.3722 -0.1030 1.1950  0.592
O 1.1845 -0.1752 2.3893  -0.275
O -0.2416 -1.3348 0.7817  -0.253
C 1.5373 0.3723 -0.2191  -0.679
F 2.1870 -0.6771 -0.6391  0.185
F 0.8497 0.9032 -1.2206  0.127
F 2.3931 1.2846 0.2426  0.133
C -2.2522 0.6365 5.4934  -0.043
C -0.9887 0.8924 4.6780  -0.213
O -1.0944 2.2102 4.0583  -0.135
H -2.2722 1.1857 6.4359  0.086
H -2.4082 -0.4312 5.6379  0.092
H -3.1416 0.9730 4.9521  0.074
H -0.9616 0.1807 3.8585  0.084
H -0.0808 0.8026 5.2679  0.110
H -1.3847 2.8611 4.7102  0.121
C 2.8498 -0.4781 5.1748  -0.078
C 3.9392 0.1806 4.3192  -0.306
O 5.1949 -0.4510 4.5819  -0.083
H 2.6780 -1.5217 4.9377  0.076
H 1.9230 0.0667 4.9428  0.031
H 2.9986 -0.2257 6.2254  0.078
H 4.0374 1.2468 4.5612  0.106
H 3.7799 0.0855 3.2466  0.093
H 5.3300 -0.4693 5.5336  0.078
C 5.4593 -0.5414 -1.6616  -0.076
C 5.9045 -1.9005 -2.2035  -0.315
O 6.9210 -2.5249 -1.4181  -0.078
H 6.3519 0.0717 -1.4981  0.075
H 4.9562 -0.6331 -0.7010  0.051
H 4.8022 0.0016 -2.3423  0.058
H 6.3404 -1.8170 -3.2050  0.111
H 5.0560 -2.5786 -2.1902  0.087
H 7.7153 -1.9961 -1.5564  0.079
C -2.8837 2.3408 -3.3296  -0.072
C -1.5957 2.2131 -4.1309  -0.317
O -1.4096 3.3777 -4.9149  -0.066
H -2.8422 3.2370 -2.7061  0.057
H -2.9529 1.4982 -2.6471  0.038
H -3.7655 2.4416 -3.9591  0.084
H -1.6314 1.3272 -4.7740  0.106
H -0.7666 2.0227 -3.4397  0.095
H -0.5695 3.3648 -5.3743  0.064
C -4.0979 -1.2029 -3.6895  -0.068
C -3.7275 -2.1332 -4.8263  -0.286
O -2.9213 -3.1846 -4.2739  -0.100
H -4.7921 -0.4544 -4.0734  0.083
H -3.2025 -0.7255 -3.2956  0.054
H -4.5874 -1.7789 -2.9045  0.071
H -3.1592 -1.6289 -5.6177  0.109
H -4.5886 -2.5483 -5.3616  0.115
H -2.4369 -3.6153 -4.9841  0.098
C -0.4986 -4.0570 3.6303  -0.101
C -1.8699 -4.5048 4.0686  -0.318
O -1.7505 -5.5448 5.0321  -0.074
H 0.0729 -4.7764 3.0419  0.076
H 0.0931 -3.8533 4.5293  0.079
H -0.4725 -3.0989 3.0997  0.050
H -2.4812 -4.8616 3.2351  0.100
H -2.3702 -3.6529 4.5304  0.106
H -1.3760 -6.3257 4.6153  0.086
C -3.1387 -4.1313 0.3677  -0.082
C -3.0729 -3.5209 -1.0182  -0.318
O -4.0907 -4.1433 -1.8099  -0.092
H -3.9526 -3.6998 0.9461  0.073
H -2.1742 -3.9119 0.8440  0.062
H -3.1995 -5.2169 0.3232  0.081
H -2.1137 -3.6481 -1.5327  0.115
H -3.2740 -2.4422 -0.9472  0.080
H -3.8865 -3.8715 -2.7173  0.032
C 2.6347 -3.4388 1.7875  -0.074
C 3.8401 -2.6852 1.2285  -0.314
O 4.4469 -3.3604 0.1267  -0.065
H 2.9284 -4.4581 2.0176  0.086
H 1.8390 -3.3503 1.0378  0.070
H 2.1842 -2.9033 2.6263  0.053
H 4.5833 -2.5832 2.0213  0.118
H 3.5805 -1.6706 0.9213  0.073
H 3.7060 -3.4793 -0.4842  0.084
C 0.1061 -1.5417 -3.6915  -0.072
C 1.4034 -1.3915 -4.4372  -0.314
O 2.4562 -2.0842 -3.7627  -0.082
H -0.6182 -0.9930 -4.3091  0.066
H 0.1243 -1.0279 -2.7313  0.053
H -0.2906 -2.5518 -3.6508  0.073
H 1.6978 -0.3589 -4.6495  0.104
H 1.2489 -1.8192 -5.4377  0.112
H 3.1812 -2.2170 -4.3804  0.080
C 3.7504 3.1846 -2.5131  -0.068
C 2.8443 3.7851 -3.5613  -0.323
O 1.9964 2.7834 -4.1001  -0.080
H 3.1407 2.6443 -1.7905  0.049
H 4.3107 3.9453 -1.9670  0.083
H 4.4911 2.5349 -2.9752  0.077
H 3.3951 4.2909 -4.3657  0.118
H 2.1975 4.6048 -3.2039  0.096
H 1.6052 3.1017 -4.9150  0.071
C -0.6403 4.7611 -1.3034  -0.047
C 0.4888 4.1877 -0.4798  -0.201
O 0.1448 4.4095 0.9364  -0.134
H -1.5610 4.2020 -1.1319  0.059
H -0.3285 4.7465 -2.3523  0.087
H -0.8934 5.7979 -1.0678  0.090
H 1.4015 4.7439 -0.7025  0.125
H 0.6210 3.1193 -0.6153  0.090
H 0.4810 5.2798 1.1811  0.123
C -4.5663 4.2627 1.8364  -0.058
C -3.4845 4.0079 2.8556  -0.237
O -2.1725 4.1488 2.2403  -0.138
H -4.5830 5.2955 1.4731  0.087
H -5.5640 4.0952 2.2473  0.095
H -4.5068 3.6451 0.9413  0.074
H -3.5752 2.9822 3.2129  0.094
H -3.5494 4.6478 3.7375  0.128
H -2.0836 5.0988 2.0844  0.120